Entry 1:
Here is a 2-piece molecular cluster, C4H10N2 overall at a distorted geometry from the Open Molecules 2025 dataset. Energies are from ωB97M-V/def2-TZVPD.

Atoms and positions in Å:
C  -1.532879  0.305205  -3.669497
C  -1.787740  -0.054213  -2.397523
N  -2.860675  0.461620  -1.685136
H  -2.275525  0.899081  -4.183160
H  -0.659621  -0.101646  -4.150765
H  -1.283794  -0.873178  -1.902009
H  -3.252101  1.295253  -2.065076
H  -2.772937  0.478661  -0.692686
C  2.157629  0.324283  1.758732
C  2.012025  -1.137034  3.552039
N  2.533406  -0.944272  2.423039
H  2.192159  0.138802  0.692685
H  1.183841  0.647686  2.129474
H  2.862380  1.076193  2.115923
H  2.258506  -2.031245  4.116481
H  1.225326  -0.485196  3.957480

Cartesian forces, eV/Å:
-0.026 -0.756 1.158
-0.445 0.368 -0.918
0.011 -0.645 -0.068
0.378 0.379 -0.221
-0.177 -0.052 -0.376
0.444 0.268 0.120
-0.191 0.448 -0.092
0.010 -0.013 0.402
0.140 -0.938 1.065
-0.429 -0.295 -0.262
0.144 0.581 0.127
-0.051 0.483 -0.138
-0.291 0.088 -0.391
0.216 0.032 -0.568
0.089 -0.007 0.040
0.179 0.057 0.123

Calculated values
Kohn-Sham gap: 9.04 eV
energy relative to the best compared isomer or geometry (same formula, charge and spin): 49.2 kcal per mole

---

Entry 2:
Here is C15H12F5IIrN4S2 as an isolated structure at a distorted geometry from the Open Molecules 2025 dataset. Energies are from ωB97M-V/def2-TZVPD.

Atoms and positions in Å:
Ir  -0.695000  -0.554200  -0.192700
C  3.446000  -2.285900  0.161200
C  2.122800  -1.642500  0.425700
N  1.594000  -0.646300  -0.237900
N  2.223200  0.034300  -1.220700
C  1.743800  1.237600  -1.600400
N  2.471300  1.985700  -2.434600
S  0.268000  1.809300  -1.020600
C  1.297200  -2.120100  1.506500
C  1.639700  -3.219300  2.304900
C  0.866000  -3.534300  3.400300
C  -0.250400  -2.750800  3.689900
C  -0.590100  -1.742300  2.803900
N  0.138500  -1.442300  1.735900
H  4.050200  -1.735700  -0.554600
H  3.305100  -3.302600  -0.211100
H  4.004300  -2.348300  1.093500
H  3.100400  -0.298400  -1.615600
H  3.352000  1.672500  -2.807300
H  2.094000  2.853700  -2.778700
H  2.496900  -3.820900  2.051700
H  1.119600  -4.376900  4.023700
H  -0.845300  -2.931200  4.570200
H  -1.466700  -1.131100  2.969600
F  -3.591000  0.008400  -6.607300
C  -3.409400  0.093500  -5.298600
C  -2.144600  -0.107100  -4.749200
F  -1.101300  -0.370200  -5.534000
C  -1.971800  -0.041600  -3.377200
F  -0.730700  -0.276100  -2.891500
C  -3.025300  0.230300  -2.496500
S  -2.901500  0.287600  -0.767000
C  -4.289000  0.433000  -3.075300
F  -5.324400  0.662800  -2.278900
C  -4.483100  0.367500  -4.448700
F  -5.694600  0.555800  -4.950400
I  -2.640600  -3.238400  -2.039100
C  -0.913400  -2.618800  -0.942700
H  -0.057200  -2.848100  -1.574500
H  -0.898800  -3.237300  -0.045000

Cartesian forces, eV/Å:
-0.603 0.308 -0.461
-0.061 0.127 0.057
0.227 1.161 -1.625
0.249 -1.051 0.983
0.982 -0.453 -0.471
-0.781 0.680 0.214
0.171 -0.498 0.051
-0.095 -0.224 0.111
-1.066 -0.571 1.160
0.107 0.528 -0.574
-0.565 0.243 0.206
0.410 -0.220 -0.196
-0.176 -0.020 0.367
0.430 0.039 -0.405
0.042 -0.021 -0.020
0.010 0.024 -0.045
0.117 -0.007 -0.014
-0.232 -0.040 0.213
0.086 0.036 -0.005
-0.076 -0.083 0.071
0.153 -0.002 0.051
0.053 -0.060 0.078
-0.114 -0.012 0.019
-0.084 -0.049 -0.074
0.035 0.068 0.323
-0.007 -0.031 0.281
0.060 0.040 0.192
-0.155 0.016 0.030
0.222 -0.089 -0.031
-0.591 -0.013 -0.594
0.125 0.055 -0.039
0.527 -0.294 0.307
0.200 0.002 -0.135
-0.015 0.032 -0.254
0.041 -0.034 0.196
0.030 -0.018 -0.070
0.169 -0.024 0.124
0.156 0.615 -0.004
0.002 -0.117 0.026
0.014 -0.042 -0.045

Calculated values
Kohn-Sham gap (alpha / beta): 5.29 / 5.85 eV
energy relative to the best compared isomer or geometry (same formula, charge and spin): 32.2 kcal per mole
⟨S²⟩: 6.030
charge: +1
multiplicity: 5

---

Entry 3:
Here is C34H65N11Si2Sr as an isolated structure at a distorted geometry from the Open Molecules 2025 dataset. Energies are from ωB97M-V/def2-TZVPD.

Atoms and positions in Å:
Sr  0.289017  -0.850896  0.796893
C  -0.831452  -4.133654  0.244611
C  0.241798  -4.406329  1.325940
N  1.045880  -3.228731  1.627170
C  1.218698  -2.649022  2.969972
C  0.019422  -2.064391  3.766442
N  -0.803068  -1.011689  3.146357
C  -2.087346  -1.383899  2.481423
C  -1.998079  -2.772335  1.855450
N  -1.548412  -2.864059  0.458397
H  -0.348462  -4.083267  -0.733031
H  -1.492434  -5.012563  0.254958
H  -0.217555  -4.814205  2.228504
H  0.877802  -5.213176  0.949187
H  1.958054  -3.282130  1.199373
H  1.673145  -3.365273  3.669295
H  1.975307  -1.865413  2.813466
H  -0.585739  -2.881608  4.176566
H  0.514476  -1.611787  4.627667
H  -0.942378  -0.259108  3.801441
H  -2.912746  -1.395355  3.201088
H  -2.306446  -0.597003  1.752308
H  -1.238527  -3.266603  2.428345
H  -2.915879  -3.341055  2.042527
H  -2.350903  -2.782264  -0.156419
C  1.626942  -1.585214  -2.648384
N  1.157154  -0.330310  -3.189400
C  2.098554  0.777932  -3.030655
C  -0.182965  -0.043159  -2.978904
N  -0.763047  -0.406660  -1.876644
C  -2.131466  -0.698216  -1.779018
C  -2.687081  -1.697080  -2.581982
C  -3.961428  -2.195652  -2.354431
C  -4.707590  -1.706420  -1.290509
C  -4.184397  -0.689026  -0.504634
C  -2.925440  -0.135697  -0.753957
N  -2.371864  0.862103  0.061939
C  -3.080953  1.878400  0.449817
N  -2.653198  2.649818  1.490425
C  -1.655719  2.141320  2.415549
C  -3.028047  4.047158  1.628465
N  -4.285442  2.309954  -0.094911
C  -4.604303  2.215494  -1.499621
C  -5.428680  2.515530  0.770561
N  -0.772732  0.634301  -4.004091
C  -2.000013  1.371223  -3.820724
C  -0.175929  0.745300  -5.321497
H  2.672316  -1.704041  -2.933076
H  1.055217  -2.410559  -3.080582
H  1.579428  -1.651076  -1.562283
H  3.015227  0.554669  -3.579075
H  2.332000  0.926672  -1.972245
H  1.667251  1.693909  -3.431459
H  -2.072085  -2.114321  -3.371772
H  -4.355853  -2.979851  -2.987811
H  -5.688933  -2.108620  -1.074075
H  -4.761281  -0.299384  0.327495
H  -2.082728  1.334923  3.017701
H  -1.375917  2.944818  3.093609
H  -0.750719  1.807384  1.899419
H  -3.498050  4.398294  0.714127
H  -2.132497  4.642577  1.803181
H  -3.720334  4.207827  2.461323
H  -3.699284  2.296170  -2.089600
H  -5.246732  3.060618  -1.759813
H  -5.124146  1.289691  -1.768187
H  -5.130752  2.452906  1.814227
H  -6.189901  1.747962  0.584056
H  -5.886550  3.493963  0.597243
H  -1.934994  2.313598  -4.368555
H  -2.111272  1.601842  -2.769093
H  -2.877109  0.814636  -4.165817
H  0.618429  0.014981  -5.431595
H  0.236314  1.745670  -5.486556
H  -0.943604  0.564401  -6.077614
C  5.559054  -1.587994  -0.721246
Si  4.019388  -2.200076  0.194722
C  3.366867  -3.680945  -0.818329
C  4.561465  -3.123664  1.780986
N  2.864958  -0.963357  0.437443
C  3.258774  0.122843  1.224468
C  4.487079  0.188280  1.910706
C  4.823131  1.177718  2.828852
C  3.908772  2.170136  3.115347
C  2.713200  2.187956  2.403835
C  2.385792  1.260680  1.402782
N  1.247719  1.445619  0.589960
Si  1.143990  3.024862  -0.050792
C  2.788967  3.605556  -0.782274
C  -0.199945  3.048040  -1.382033
C  0.659075  4.466440  1.118645
H  6.490154  -1.879515  -0.229548
H  5.541302  -0.497706  -0.779847
H  5.590759  -1.979410  -1.741722
H  4.256150  -4.214441  -1.169658
H  2.767765  -3.452277  -1.696475
H  2.812456  -4.409999  -0.218685
H  5.566781  -3.538079  1.660524
H  3.901311  -3.972020  1.993074
H  4.573826  -2.484288  2.664456
H  5.233073  -0.574461  1.720433
H  5.790160  1.146935  3.316715
H  4.118370  2.933315  3.855183
H  2.002109  2.980429  2.601326
H  3.327572  2.793587  -1.274704
H  3.441728  3.992596  0.002912
H  2.632628  4.406261  -1.512049
H  -0.932896  3.841847  -1.209826
H  -0.713866  2.090025  -1.335766
H  0.204318  3.185932  -2.388412
H  1.548102  5.007045  1.452250
H  0.135408  4.133373  2.016922
H  0.014510  5.183760  0.601359

Cartesian forces, eV/Å:
0.628 1.457 -1.718
0.103 -0.122 0.149
0.069 -0.068 -0.042
-0.523 0.305 0.162
0.168 -0.311 0.113
0.098 -0.161 0.160
0.204 -0.442 -0.304
0.040 -0.018 0.354
-0.248 -0.113 -0.063
0.163 -0.040 0.860
-0.019 -0.008 -0.032
-0.105 0.094 -0.139
0.027 0.020 0.050
-0.001 0.036 -0.029
-0.012 0.049 -0.048
0.034 -0.004 -0.028
-0.136 -0.003 0.120
-0.044 0.038 -0.004
-0.070 0.033 0.019
-0.005 0.071 -0.065
0.048 0.009 0.052
-0.125 -0.180 0.021
-0.175 -0.339 0.227
-0.101 0.131 -0.135
0.157 0.016 -0.203
-0.102 -0.111 -0.014
-0.009 -0.005 -0.015
0.001 -0.005 -0.004
0.002 0.052 0.033
-0.119 -0.246 0.005
-0.024 0.000 -0.015
0.022 -0.001 -0.011
-0.022 0.009 0.010
0.009 -0.008 -0.008
0.023 -0.022 0.018
-0.013 -0.004 0.021
0.029 -0.043 -0.009
-0.030 0.031 0.061
-0.020 -0.005 -0.030
-0.010 -0.006 0.031
0.027 0.012 -0.018
-0.037 -0.023 -0.011
-0.010 0.027 -0.008
0.003 -0.005 -0.004
0.001 0.007 -0.003
0.000 0.006 0.006
-0.002 -0.009 -0.001
-0.007 0.010 -0.004
-0.002 0.006 -0.003
0.135 0.128 0.037
-0.001 0.003 0.000
0.000 0.014 0.010
-0.006 0.008 0.005
0.000 0.001 0.001
0.000 -0.001 0.001
-0.001 -0.002 0.000
0.004 -0.004 -0.003
0.011 -0.014 -0.024
-0.033 -0.013 0.017
0.013 -0.037 0.001
0.002 0.002 0.005
0.006 0.003 -0.002
0.009 -0.003 0.004
0.008 -0.016 -0.009
0.005 0.008 -0.003
-0.004 0.018 0.000
-0.007 -0.007 -0.005
-0.003 0.003 -0.005
-0.002 0.001 0.007
-0.001 -0.001 -0.001
0.002 0.011 0.017
-0.002 0.001 -0.002
0.001 0.000 -0.002
0.002 -0.002 -0.002
-0.001 0.001 0.001
-0.008 0.006 -0.003
-0.003 0.020 -0.062
-0.003 -0.002 0.014
0.013 0.009 -0.003
0.039 -0.198 0.140
-0.163 0.106 0.231
0.046 -0.117 -0.039
0.006 -0.008 -0.006
-0.014 0.007 -0.009
0.063 -0.044 0.021
-0.073 -0.018 -0.039
0.084 0.056 0.223
-0.031 0.023 -0.027
-0.025 0.009 -0.008
0.002 -0.033 -0.007
0.013 -0.002 0.005
0.002 -0.013 -0.007
0.006 -0.003 0.005
-0.010 0.007 -0.002
0.009 -0.009 0.020
0.051 -0.023 0.019
-0.029 0.012 -0.001
-0.005 -0.003 -0.002
0.002 0.002 0.006
0.009 0.016 0.002
-0.011 -0.018 0.017
-0.002 0.003 0.004
-0.002 0.001 -0.001
0.004 0.009 -0.005
-0.016 -0.002 -0.023
0.006 -0.018 0.006
0.001 0.014 0.016
0.003 0.006 -0.008
-0.017 -0.016 -0.003
0.013 -0.014 -0.005
0.002 -0.013 0.016
-0.003 0.014 -0.030
0.021 0.016 -0.012

Calculated values
Kohn-Sham gap: 5.39 eV
energy relative to the best compared isomer or geometry (same formula, charge and spin): 0.0 kcal per mole

---

Entry 4:
Here is an isolated ion of composition C7H8BrO4S and charge -1 at a distorted geometry from the Open Molecules 2025 dataset. Energies are from ωB97M-V/def2-TZVPD.

Atoms and positions in Å:
C  0.641030  0.662756  0.820270
C  0.531842  0.417315  -1.524374
C  -1.197752  -0.887139  -0.129625
C  -0.947070  0.339140  -0.945041
C  1.545505  0.413473  -0.445248
C  -0.939385  0.416637  0.538545
C  -1.940213  1.097512  1.481673
O  1.384794  -1.824977  0.953447
O  0.967197  1.124856  1.889846
O  2.073981  -2.071052  -1.326428
O  3.610631  -0.994062  0.260170
S  2.257470  -1.294680  -0.070998
Br  -2.911723  -1.848988  -0.147250
H  0.597170  -0.550388  -2.001548
H  0.659035  1.275111  -2.238048
H  -0.246176  -1.582132  -0.143200
H  -1.837451  0.618745  -1.535726
H  2.295921  1.080968  -0.270312
H  -2.956387  1.005971  0.888674
H  -1.550597  2.134366  1.666500
H  -2.037817  0.466565  2.278682

Cartesian forces, eV/Å:
-2.931 -0.971 -3.950
-1.981 0.594 -1.638
2.862 -1.944 -0.041
0.164 0.220 -1.276
-3.279 -2.544 3.394
1.243 0.821 0.913
-0.370 1.057 -4.510
0.303 -0.294 1.048
1.427 1.272 3.853
0.408 0.766 0.746
1.608 0.141 0.824
-1.470 -0.722 -2.934
0.508 0.495 0.036
0.537 0.027 -0.937
-0.204 -0.871 0.530
-2.518 0.810 0.374
0.783 0.483 0.259
2.255 1.941 -0.748
1.784 0.790 1.300
-0.935 -0.982 0.133
-0.198 -1.093 2.625

Calculated values
Kohn-Sham gap (alpha / beta): 4.88 / 6.31 eV
energy relative to the best compared isomer or geometry (same formula, charge and spin): 0.0 kcal per mole
⟨S²⟩: 2.009
charge: -1
multiplicity: 3

---

Entry 5:
Here is one molecule with the formula C7H12O at a distorted geometry from the Open Molecules 2025 dataset. Energies are from ωB97M-V/def2-TZVPD.

Atoms and positions in Å:
C  1.662351  -0.452746  -1.952555
C  0.392648  -0.651597  -1.190164
C  -0.408413  0.499852  -0.797621
C  -1.298904  1.212365  1.124623
C  0.262593  0.964459  1.240866
C  0.338271  -0.183071  0.260515
C  -0.520643  -1.339890  0.955020
H  2.611618  -0.634207  -1.416115
H  1.695543  0.572294  -2.236170
H  1.694626  -1.096751  -2.841662
H  -0.085078  -1.636188  -1.291330
H  -0.105026  1.467274  -1.219827
H  -1.676467  2.215830  1.294036
H  -1.824386  0.550636  1.855805
H  0.618273  0.899363  2.275108
H  0.754430  1.871256  0.842533
H  -1.482675  -1.504657  0.403420
H  0.035953  -2.313413  0.930251
H  -0.913442  -1.146603  1.995722
O  -1.751271  0.705795  -0.232457

Cartesian forces, eV/Å:
0.488 -0.588 -0.934
1.369 -1.168 0.045
-3.374 0.725 -0.850
-1.147 -1.469 0.277
0.546 2.209 -0.361
-1.076 -1.762 2.542
-0.954 -0.641 -0.121
-0.791 -0.182 0.210
0.265 0.914 -0.627
-0.046 0.370 -0.005
0.394 0.463 0.181
0.583 -0.399 0.482
0.333 0.290 -0.256
0.280 0.696 -0.511
-0.255 -0.612 -0.099
-0.011 -0.363 0.147
0.885 0.020 0.212
-0.305 0.947 0.170
1.075 -0.106 -0.903
1.740 0.657 0.402

Calculated values
Kohn-Sham gap: 9.54 eV
energy relative to the best compared isomer or geometry (same formula, charge and spin): 104.6 kcal per mole

---

Entry 6:
Here is an isolated ion of composition C5H11N2 and charge +1 at a distorted geometry from the Open Molecules 2025 dataset. Energies are from ωB97M-V/def2-TZVPD.

Atoms and positions in Å:
C  -0.241945  1.752066  -0.435706
C  -1.294424  0.686267  -0.221416
C  -0.860674  -0.564843  -0.960059
C  0.306913  -1.156758  -0.664470
N  0.928269  -1.279976  0.576973
C  0.859644  -2.460511  1.117077
N  0.942136  1.699172  0.522214
H  -0.854536  2.797321  -0.279555
H  0.238424  1.499683  -1.372137
H  -2.181211  1.135903  -0.760705
H  -1.359000  0.510444  0.849201
H  -1.640621  -1.058293  -1.593004
H  0.676014  -2.082642  -1.239827
H  0.723626  -3.318598  0.355092
H  0.718779  -2.624158  2.165799
H  1.570416  1.803693  -0.284147
H  0.564878  2.071386  1.398730
H  0.903318  0.589842  0.825946

Cartesian forces, eV/Å:
-2.483 2.229 0.673
-0.086 0.112 -1.251
-0.211 -0.163 0.835
0.216 -4.515 -2.450
-0.972 1.022 3.280
-0.415 0.659 -3.564
-3.264 -4.804 -0.278
2.312 -2.197 -0.909
-0.506 1.014 -0.753
0.465 -0.887 1.297
-0.951 0.057 0.200
1.460 0.711 -0.191
-1.136 1.397 -0.098
-0.042 0.911 1.514
0.986 0.027 0.559
1.665 1.219 2.244
1.852 1.503 -0.265
1.109 1.706 -0.843

Calculated values
Kohn-Sham gap: 9.73 eV
energy relative to the best compared isomer or geometry (same formula, charge and spin): 103.1 kcal per mole
charge: +1